83
Properties=species:S:1:pos:R:3:forces:R:3:nbo_charge:R:1 method="wB97M-V/def2-TZVPD" multiplicity=1 total_charge=+3 relative_energy_kj_mol=0.00 energy_ev=-148982.4815 lumo_ev=-7.4 homo_energy_ev=-15.834
Sc 0.7299 0.8675 0.1487 -0.09 -0.16 0.53 1.93
C -1.6663 -2.6940 1.5823 0.01 0.03 0.00 -0.68
C -0.6161 -1.6785 1.9716 -0.02 0.00 -0.07 0.06
C 0.7135 -1.8995 1.5830 0.02 -0.03 -0.02 0.01
C 1.1178 -3.1921 0.9198 0.01 0.01 0.03 -0.65
C 1.7145 -0.9725 1.9302 0.16 0.04 -0.01 -0.11
C 3.1382 -1.2163 1.4726 0.00 0.01 0.02 -0.65
C 1.4157 0.0765 2.8249 0.16 -0.02 -0.02 -0.02
C 2.5343 0.7969 3.5369 -0.05 0.04 0.03 -0.65
C 0.0835 0.2954 3.2180 -0.01 0.01 -0.05 -0.02
C -0.2488 1.3442 4.2462 0.00 -0.03 0.02 -0.66
C -0.9346 -0.5621 2.7659 -0.02 0.06 -0.04 0.00
C -2.3342 -0.3127 3.2645 0.01 0.00 0.00 -0.66
H -1.6941 -3.5142 2.3037 0.01 -0.01 -0.01 0.26
H -1.4549 -3.1209 0.6032 -0.01 0.00 -0.01 0.22
H -2.6683 -2.2771 1.5434 0.00 0.00 0.01 0.22
H 1.2860 -3.0771 -0.1518 -0.01 0.00 0.00 0.23
H 0.3699 -3.9652 1.0603 0.00 0.00 0.01 0.24
H 2.0419 -3.5639 1.3606 0.01 0.00 -0.02 0.24
H 3.7089 -1.7616 2.2282 0.00 0.00 0.00 0.26
H 3.6722 -0.2853 1.2801 0.00 0.00 0.00 0.22
H 3.1638 -1.8018 0.5566 0.00 0.00 0.00 0.23
H 2.4064 1.8757 3.5696 0.00 0.00 0.01 0.23
H 3.5117 0.5828 3.1177 0.00 0.02 -0.01 0.23
H 2.5509 0.4549 4.5749 0.01 -0.01 0.00 0.26
H -0.4188 0.8686 5.2163 0.00 0.00 0.00 0.26
H -1.1633 1.8841 4.0043 0.00 0.00 0.00 0.22
H 0.5463 2.0699 4.3809 0.00 0.00 0.00 0.23
H -2.6500 0.7138 3.0687 -0.01 0.00 -0.01 0.22
H -2.3742 -0.4472 4.3478 0.00 0.01 0.00 0.26
H -3.0757 -0.9763 2.8340 0.00 0.00 0.01 0.23
N 4.2419 -0.9161 -2.4246 0.05 -0.03 -0.05 -0.77
C 3.5139 -1.7575 -3.1648 -0.02 0.05 0.02 0.67
N 4.1044 -2.5467 -4.0497 0.01 -0.02 0.00 -0.73
N 2.1789 -1.8652 -3.0477 0.02 -0.06 0.06 -0.63
C 1.5710 -1.2862 -2.0875 0.06 0.07 -0.04 0.66
N 0.9559 -0.7915 -1.2247 -0.24 0.13 -0.04 -0.74
H 5.2295 -0.8197 -2.6017 0.00 0.00 0.02 0.42
H 3.7982 -0.1347 -1.9589 -0.02 -0.01 0.01 0.44
H 5.0930 -2.5110 -4.2328 0.00 0.01 -0.01 0.43
H 3.5460 -3.2155 -4.5525 0.00 -0.01 0.00 0.43
Br -4.9620 -0.8471 -0.1446 0.01 0.02 0.02 0.12
C -3.7556 0.5991 -0.1946 -0.01 -0.04 0.00 -0.13
C -4.1930 1.8813 -0.4704 0.02 0.03 0.00 -0.14
C -3.2419 2.8902 -0.5192 -0.06 0.00 0.00 -0.22
C -1.9208 2.5845 -0.2738 0.06 0.03 0.15 0.07
N -1.5037 1.3458 0.0525 -0.22 -0.01 -0.31 -0.58
C -2.4166 0.3659 0.0588 0.03 -0.01 0.01 0.04
H -5.2398 2.0873 -0.6507 0.00 0.00 0.00 0.26
H -3.5237 3.9075 -0.7509 0.00 0.00 0.00 0.26
H -1.1630 3.3510 -0.3384 0.01 -0.01 -0.01 0.23
H -2.0684 -0.6337 0.2624 0.01 -0.03 -0.01 0.24
Cl 3.9167 2.3558 -3.4350 0.01 0.00 0.00 0.00
C 2.3655 2.9676 -2.8581 -0.05 0.01 0.03 -0.50
C 1.8027 2.1635 -1.7203 0.14 0.05 0.10 0.81
O 2.5276 1.4773 -0.9398 -0.01 -0.20 -0.04 -0.76
O 0.5565 2.2004 -1.4970 0.13 0.01 -0.11 -0.74
H 1.6492 2.9851 -3.6748 0.01 -0.01 -0.01 0.26
H 2.5040 3.9907 -2.5045 0.00 0.00 -0.01 0.27
C 1.9589 5.1678 2.5600 -0.01 -0.02 -0.01 -0.11
C 2.9455 4.3907 1.9723 0.01 0.02 0.02 -0.23
C 2.5933 3.1960 1.3768 0.00 0.00 -0.04 0.06
N 1.3277 2.7390 1.3415 0.00 0.22 -0.15 -0.61
C 0.3856 3.4942 1.9313 -0.01 -0.09 0.10 0.05
C 0.6521 4.7024 2.5416 0.01 0.03 0.02 -0.23
H 2.2030 6.1123 3.0278 0.00 -0.01 0.00 0.26
H 3.9807 4.7013 1.9727 0.00 0.00 0.00 0.26
H 3.3445 2.5775 0.9077 0.00 0.00 -0.01 0.23
H -0.6209 3.0970 1.9365 0.00 0.00 -0.02 0.21
H -0.1521 5.2620 2.9983 0.00 0.00 0.00 0.25
N -4.5592 -4.3635 -4.4260 0.01 0.02 -0.01 -0.67
C -3.8994 -3.0031 -4.3224 0.02 0.00 0.01 -0.23
C -3.1420 -2.8486 -2.9990 -0.02 0.01 -0.04 -0.24
N -2.5946 -1.5189 -2.7998 -0.07 -0.12 -0.12 -0.82
H -5.0820 -4.4571 -5.3005 -0.01 -0.01 -0.01 0.46
H -5.2168 -4.5193 -3.6585 -0.01 0.00 0.01 0.45
H -3.8714 -5.1197 -4.3999 0.01 -0.01 0.01 0.45
H -4.6978 -2.2680 -4.4107 -0.01 0.00 0.01 0.23
H -3.2406 -2.9120 -5.1840 0.00 0.01 0.00 0.23
H -2.3244 -3.5724 -2.9568 -0.01 0.00 0.02 0.21
H -3.8166 -3.0751 -2.1678 -0.01 0.02 0.00 0.20
H -3.3051 -0.8052 -2.9154 0.01 0.02 0.07 0.37
H -1.8409 -1.3174 -3.4458 0.01 -0.02 0.00 0.37